No. 1
The following is a DFT calculation (the ωB97M-V functional and the def2-TZVPD basis) of 2 unconnected molecules or ions with the total composition CH3IO3P in a non-equilibrium geometry.

Results
- energy above the lowest of the compared OMol25 structures with the same formula, charge and spin (kJ/mol) = 343.27
- HOMO-LUMO gap (spin up / spin down) (eV) = 6.0 / 6.0
- max |F| (eV/A) = 3.2
- total charge = -1
- energy (Ha) = -904.720009

XYZ file:
```
9
CH3IO3P the ωB97M-V functional and the def2-TZVPD basis
C -1.678 -0.186 -0.593
O 2.193 -0.995 -0.315
O 1.894 -0.433 2.146
O -1.057 0.548 0.316
P 1.794 -0.043 0.753
I 2.629 2.246 0.379
H -1.704 0.295 -1.596
H -2.802 -0.195 -0.354
H -1.269 -1.238 -0.734
```

Löwdin population analysis, charges in e, atoms 1 to 6:
1 C -0.453
2 O -0.431
3 O -0.413
4 O -0.362
5 P 0.145
6 I 0.361

No. 2
The following is a DFT calculation (the ωB97M-V functional and the def2-TZVPD basis) of a molecular structure, C22H23AuN2S3Si in a non-equilibrium geometry.

Results
- energy above the lowest of the compared OMol25 structures with the same formula, charge and spin (kJ/mol) = 35.15
- HOMO-LUMO gap (eV) = 5.8
- max |F| (eV/A) = 1.9
- energy (Ha) = -2581.466064

XYZ file:
```
52
C22H23AuN2S3Si the ωB97M-V functional and the def2-TZVPD basis
Au -0.229 -0.020 0.071
S -1.822 1.630 0.724
C -2.604 0.842 2.072
C -3.407 1.605 2.923
C -3.992 1.040 4.038
C -3.795 -0.309 4.319
C -3.041 -1.082 3.459
C -2.455 -0.521 2.322
S -1.642 -1.594 1.211
H -3.552 2.653 2.689
H -4.594 1.649 4.700
H -4.230 -0.756 5.203
H -2.894 -2.140 3.648
C 1.768 -1.214 2.493
Si 2.118 -2.215 0.933
C 3.998 -2.058 0.728
C 1.596 -4.009 1.210
N 1.221 -1.499 -0.385
C 1.310 -1.888 -1.701
C 2.269 -2.828 -2.134
C 2.440 -3.121 -3.474
C 1.658 -2.516 -4.448
C 0.651 -1.651 -4.045
C 0.469 -1.360 -2.707
H 2.450 -1.519 3.291
H 0.752 -1.360 2.854
H 1.916 -0.141 2.334
H 4.485 -2.496 1.603
H 4.293 -1.007 0.688
H 4.400 -2.549 -0.159
H 2.026 -4.398 2.135
H 1.896 -4.670 0.395
H 0.509 -4.062 1.295
H 2.888 -3.327 -1.399
H 3.198 -3.838 -3.768
H 1.813 -2.732 -5.497
H -0.006 -1.207 -4.784
H -0.352 -0.721 -2.407
S 0.821 3.108 -3.342
C 0.003 2.318 -2.051
N 0.737 1.569 -1.299
C 2.063 1.569 -1.699
C 3.112 0.885 -1.090
C 4.373 0.995 -1.633
C 4.606 1.783 -2.765
C 3.582 2.484 -3.367
C 2.307 2.367 -2.826
H -1.059 2.452 -1.901
H 2.907 0.276 -0.222
H 5.199 0.465 -1.177
H 5.606 1.847 -3.173
H 3.761 3.107 -4.233
```

Löwdin population analysis, charges in e, atoms 1 to 6:
1 Au 0.747
2 S 0.593
3 C -0.713
4 C -0.130
5 C -0.094
6 C -0.096

No. 3
The following is a DFT calculation (the ωB97M-V functional and the def2-TZVPD basis) of C2H3NS3 in the gas phase in a non-equilibrium geometry.

Results
- energy above the lowest of the compared OMol25 structures with the same formula, charge and spin (kJ/mol) = 112.18
- HOMO-LUMO gap (eV) = 7.7
- SMILES string = S=C(S)/C=N/S
- max |F| (eV/A) = 1.8
- energy (Ha) = -1327.273922

XYZ file:
```
9
C2H3NS3 the ωB97M-V functional and the def2-TZVPD basis
S 0.987 2.129 1.373
C 0.336 0.671 0.915
S -0.006 -0.618 2.058
C 0.082 0.367 -0.487
N -0.601 -0.663 -0.860
S -0.630 -0.900 -2.554
H 0.165 0.131 3.134
H 0.534 1.079 -1.147
H -0.867 -2.196 -2.432
```

Löwdin population analysis, charges in e, atoms 1 to 6:
1 S 0.641
2 C -1.161
3 S 0.773
4 C -0.435
5 N -0.361
6 S 0.754

No. 4
The following is a DFT calculation (the ωB97M-V functional and the def2-TZVPD basis) of C2H4O2 in the gas phase in a non-equilibrium geometry.

Results
- energy above the lowest of the compared OMol25 structures with the same formula, charge and spin (kJ/mol) = 124.91
- HOMO-LUMO gap (eV) = 11.5
- SMILES string = O=CCO
- max |F| (eV/A) = 1.5
- energy (Ha) = -229.058996

XYZ file:
```
8
C2H4O2 the ωB97M-V functional and the def2-TZVPD basis
O -1.346 -0.567 0.020
C -0.781 0.516 -0.030
C 0.701 0.646 0.019
O 1.260 -0.631 -0.019
H -1.339 1.423 -0.114
H 1.104 1.262 -0.770
H 0.925 1.160 0.964
H 0.483 -1.234 -0.023
```

Löwdin population analysis, charges in e, atoms 1 to 6:
1 O 0.052
2 C -0.207
3 C -0.242
4 O -0.056
5 H 0.113
6 H 0.122

No. 5
The following is a DFT calculation (the ωB97M-V functional and the def2-TZVPD basis) of 6 unconnected molecules or ions with the total composition H12O6 in a non-equilibrium geometry.

Results
- energy above the lowest of the compared OMol25 structures with the same formula, charge and spin (kJ/mol) = 141.80
- HOMO-LUMO gap (eV) = 11.2
- SMILES string = O.O.O.O.O.O
- max |F| (eV/A) = 3.4
- energy (Ha) = -458.618465

XYZ file:
```
18
H12O6 the ωB97M-V functional and the def2-TZVPD basis
O -0.325 -1.679 2.457
H 0.236 -2.129 1.801
H -0.783 -1.065 1.919
O -0.774 -1.183 -3.003
H -0.424 -2.055 -3.013
H -0.296 -0.838 -2.202
O 1.270 -2.526 0.485
H 1.988 -3.108 0.353
H 0.731 -2.588 -0.263
O -0.247 2.122 1.261
H -1.142 1.988 1.349
H 0.204 1.725 2.004
O 0.339 0.053 -0.567
H 0.954 -0.384 0.041
H 0.207 0.919 -0.214
O -0.708 3.934 -0.809
H -0.936 3.351 -1.483
H -0.288 3.459 -0.119
```

Löwdin population analysis, charges in e, atoms 1 to 6:
1 O -0.058
2 H -0.018
3 H -0.011
4 O -0.068
5 H -0.003
6 H 0.006

No. 6
The following is a DFT calculation (the ωB97M-V functional and the def2-TZVPD basis) of 2 unconnected molecules or ions with the total composition C4H12NO3P in a non-equilibrium geometry.

Results
- energy above the lowest of the compared OMol25 structures with the same formula, charge and spin (kJ/mol) = 250.28
- HOMO-LUMO gap (spin up / spin down) (eV) = 8.7 / 6.3
- max |F| (eV/A) = 1.9
- energy (Ha) = -781.374880

XYZ file:
```
21
C4H12NO3P the ωB97M-V functional and the def2-TZVPD basis
C 2.480 -0.242 -0.150
C 0.445 1.146 -0.801
C -3.385 -0.534 0.426
C 1.082 0.221 0.207
N 1.003 0.720 1.509
O 0.069 -2.041 -1.366
O 0.453 -2.468 1.087
O -2.379 0.122 -0.200
P 0.082 -1.450 0.121
H 3.140 0.625 -0.195
H 2.489 -0.742 -1.118
H 2.863 -0.930 0.604
H -0.640 1.089 -0.703
H 0.760 2.171 -0.611
H 0.732 0.879 -1.816
H -4.321 0.026 0.260
H -3.242 -0.604 1.518
H -3.547 -1.553 0.031
H -0.417 -1.447 -1.944
H 0.102 1.128 1.719
H 1.285 0.059 2.221
```

Löwdin population analysis, charges in e, atoms 1 to 6:
1 C -0.074
2 C -0.077
3 C -0.303
4 C -0.707
5 N 0.067
6 O -0.161

No. 7
The following is a DFT calculation (the ωB97M-V functional and the def2-TZVPD basis) of a molecular structure, C18H29Br15O6 in a non-equilibrium geometry.

Results
- HOMO-LUMO gap (eV) = 8.5
- max |F| (eV/A) = 2.8
- energy (Ha) = -39764.805489

XYZ file:
```
68
C18H29Br15O6 the ωB97M-V functional and the def2-TZVPD basis
C -3.178 3.549 -3.582
C -3.109 2.288 -4.474
C -1.722 1.623 -4.374
O -2.020 0.367 -3.715
C -3.319 0.292 -3.454
O -3.827 -0.576 -2.812
O -4.016 1.336 -3.945
H -2.404 4.303 -3.704
H -3.134 3.200 -2.548
H -4.160 3.990 -3.757
H -3.273 2.588 -5.507
H -0.957 2.106 -3.769
H -1.341 1.362 -5.362
C 4.732 1.617 1.347
C 5.395 0.296 1.141
O 6.568 0.231 0.847
C 4.585 -0.974 1.323
H 4.815 1.686 2.443
H 3.708 1.677 0.998
H 5.398 2.381 0.952
H 4.947 -1.342 2.294
H 4.853 -1.703 0.567
H 3.513 -0.862 1.465
C -0.715 0.146 1.118
C 0.075 -0.142 -0.150
O 1.272 0.039 -0.164
C -0.640 -0.824 -1.287
H -0.112 -0.114 1.985
H -1.599 -0.492 1.174
H -1.000 1.197 1.193
H 0.020 -0.607 -2.133
H -1.607 -0.354 -1.448
H -0.658 -1.900 -1.122
C -1.485 -0.304 6.175
C -0.188 0.472 6.090
O 0.572 0.492 7.025
C 0.212 1.182 4.788
H -2.321 0.306 5.829
H -1.633 -0.561 7.221
H -1.441 -1.221 5.586
H -0.631 1.215 4.098
H 1.012 0.575 4.362
H 0.574 2.191 4.966
C -1.416 4.106 -0.411
Br -0.369 5.613 0.232
Br -0.744 3.451 -2.114
Br -3.361 4.459 -0.555
H -1.358 3.322 0.329
C -3.815 -3.711 1.603
Br -2.999 -2.149 2.459
Br -3.518 -5.306 2.713
Br -2.950 -3.933 -0.109
H -4.874 -3.560 1.453
C 3.391 0.367 -2.979
Br 3.330 0.741 -4.900
Br 3.375 1.973 -1.914
Br 4.848 -0.828 -2.464
H 2.458 -0.106 -2.703
C -0.230 -2.803 -4.186
Br -1.464 -4.030 -5.109
Br 0.134 -1.213 -5.266
Br 1.352 -3.683 -3.465
H -0.826 -2.458 -3.353
C 1.528 -4.235 2.696
Br 0.849 -2.576 3.342
Br 1.951 -3.972 0.810
Br 0.447 -5.805 3.060
H 2.498 -4.393 3.147
```

Löwdin population analysis, charges in e, atoms 1 to 6:
1 C -0.183
2 C -0.286
3 C -0.140
4 O -0.033
5 C -0.587
6 O 0.153

- Number 3 is which compound?
  C2H3NS3